Computed, not measured: a cluster of 7 separate species, C48H53Br2F9N9O3 in total at a distorted geometry, with ωB97M-V with the def2-TZVPD basis set.

Last columns: bonded neighbours and bond lengths (Å).
Positions of all 124 atoms, in Å:
1 C 1.2709 -3.7522 -0.3761  C2 1.536, H36 1.086, H37 1.089, H38 1.093
2 C 0.0841 -2.7877 -0.2293  C1 1.536, N3 1.480, H39 1.085, H40 1.089
3 N -0.4739 -2.1702 -1.4534  C2 1.480, C4 1.438, C21 1.427
4 C -0.1134 -2.7498 -2.7189  N3 1.438, N5 1.473, C9 1.551, H41 1.086
5 N -1.1689 -2.5212 -3.7202  C4 1.473, C6 1.286
6 C -1.6067 -3.4852 -4.4494  N5 1.286, C7 1.502, C8 1.508
7 C -1.4801 -3.4353 -5.9455  C6 1.502, H42 1.090, H43 1.088, H44 1.088
8 C -2.2634 -4.7097 -3.8624  C6 1.508, H45 1.085, H46 1.086, H47 1.097
9 C 1.1163 -2.0368 -3.3387  C4 1.551, N10 1.510, H48 1.089, H49 1.085
10 N 1.8981 -1.1485 -2.4014  C9 1.510, C11 1.506, C20 1.512, H50 1.019
11 C 2.7743 -0.2673 -3.2530  N10 1.506, C12 1.519, H51 1.085, H52 1.089
12 C 3.7529 0.5101 -2.3891  C11 1.519, C13 1.517, H53 1.088, H54 1.095
13 C 4.8514 1.1595 -3.2098  C12 1.517, F14 1.362, Br15 1.956, C16 1.546
14 F 5.3350 0.3206 -4.1678  C13 1.362
15 Br 4.1088 2.7145 -4.1352  C13 1.956
16 C 6.0377 1.5817 -2.3122  C13 1.546, F17 1.343, F18 1.345, Br19 1.930
17 F 7.0228 2.0525 -3.0940  C16 1.343
18 F 6.5032 0.4903 -1.6778  C16 1.345
19 Br 5.5504 2.9572 -1.0494  C16 1.930
20 C 1.0467 -0.2620 -1.5216  N10 1.512, C21 1.550, H55 1.087, H56 1.088
21 C -0.4264 -0.7451 -1.5212  N3 1.427, C20 1.550, C22 1.514, H57 1.092
22 C -1.2212 -0.0635 -0.4272  C21 1.514, O23 1.196, C24 1.553
23 O -1.6428 -0.5931 0.5594  C22 1.196
24 C -1.5459 1.4428 -0.6232  C22 1.553, F25 1.360, F26 1.354, C27 1.551
25 F -0.9304 1.9709 -1.7146  C24 1.360
26 F -1.0756 2.0931 0.4671  C24 1.354
27 C -3.0603 1.7610 -0.7306  C24 1.551, F28 1.352, F29 1.347, C30 1.566
28 F -3.1753 3.0959 -0.5526  C27 1.352
29 F -3.7685 1.1682 0.2493  C27 1.347
30 C -3.7098 1.4058 -2.1110  C27 1.566, F31 1.354, F32 1.347, C33 1.551
31 F -3.9353 2.5451 -2.8071  C30 1.354
32 F -2.9122 0.5952 -2.8331  C30 1.347
33 C -5.0811 0.7056 -1.9271  C30 1.551, O34 1.188, O35 1.348
34 O -5.1875 -0.4591 -2.1362  C33 1.188
35 O -6.0884 1.5103 -1.5320  C33 1.348, H58 0.968
36 H 0.9390 -4.7864 -0.3653  C1 1.086
37 H 1.8920 -3.6521 0.5124  C1 1.089
38 H 1.9238 -3.5831 -1.2356  C1 1.093
39 H -0.7124 -3.3239 0.2769  C2 1.085
40 H 0.3721 -2.0116 0.4783  C2 1.089
41 H 0.0073 -3.8268 -2.6449  C4 1.086
42 H -0.4685 -3.7754 -6.1685  C7 1.090
43 H -2.2106 -4.0801 -6.4289  C7 1.088
44 H -1.6153 -2.4196 -6.3106  C7 1.088
45 H -2.5704 -4.5103 -2.8413  C8 1.085
46 H -3.1040 -5.0282 -4.4724  C8 1.086
47 H -1.5346 -5.5290 -3.8522  C8 1.097
48 H 1.8087 -2.7702 -3.7486  C9 1.089
49 H 0.7749 -1.4149 -4.1593  C9 1.085
50 H 2.5525 -1.6519 -1.8036  N10 1.019
51 H 2.1727 0.3662 -3.8965  C11 1.085
52 H 3.3619 -0.9416 -3.8750  C11 1.089
53 H 3.2392 1.2951 -1.8385  C12 1.088
54 H 4.2071 -0.1327 -1.6282  C12 1.095
55 H 1.4565 -0.1522 -0.5208  C20 1.087
56 H 1.0645 0.7322 -1.9623  C20 1.088
57 H -0.8416 -0.3972 -2.4692  C21 1.092
58 H -6.3633 2.0770 -2.2667  O35 0.968
59 N -0.2975 -4.9073 2.1729  C60 1.331, C64 1.335
60 C -0.5735 -6.2007 2.0198  N59 1.331, C61 1.387, H65 1.085
61 C -0.9690 -7.0300 3.0587  C60 1.387, C62 1.384, H66 1.081
62 C -1.0804 -6.4886 4.3277  C61 1.384, C63 1.387, H67 1.082
63 C -0.7983 -5.1423 4.5063  C62 1.387, C64 1.385, H68 1.081
64 C -0.4156 -4.3998 3.4017  N59 1.335, C63 1.385, H69 1.085
65 H -0.4737 -6.5863 1.0110  C60 1.085
66 H -1.1857 -8.0727 2.8724  C61 1.081
67 H -1.3851 -7.1033 5.1647  C62 1.082
68 H -0.8741 -4.6775 5.4794  C63 1.081
69 H -0.1907 -3.3426 3.4984  C64 1.085
70 N 4.1564 4.7427 1.5873  C71 1.334, C75 1.333
71 C 4.8990 5.8504 1.5689  N70 1.334, C72 1.386, H76 1.085
72 C 4.3683 7.1305 1.5492  C71 1.386, C73 1.385, H77 1.081
73 C 2.9903 7.2736 1.5453  C72 1.385, C74 1.386, H78 1.080
74 C 2.2035 6.1323 1.5625  C73 1.386, C75 1.386, H79 1.081
75 C 2.8326 4.8980 1.5847  N70 1.333, C74 1.386, H80 1.086
76 H 5.9730 5.6962 1.5712  C71 1.085
77 H 5.0197 7.9931 1.5369  C72 1.081
78 H 2.5379 8.2543 1.5249  C73 1.080
79 H 1.1240 6.1977 1.5602  C74 1.081
80 H 2.2525 3.9804 1.6052  C75 1.086
81 N 4.6406 -0.5797 3.2173  C82 1.332, C86 1.332
82 C 4.4548 -0.6720 4.5327  N81 1.332, C83 1.387, H87 1.084
83 C 4.4164 0.4244 5.3814  C82 1.387, C84 1.386, H88 1.081
84 C 4.5827 1.6872 4.8356  C83 1.386, C85 1.386, H89 1.082
85 C 4.7799 1.8041 3.4685  C84 1.386, C86 1.386, H90 1.082
86 C 4.7996 0.6429 2.7126  N81 1.332, C85 1.386, H91 1.086
87 H 4.3315 -1.6770 4.9208  C82 1.084
88 H 4.2599 0.2889 6.4426  C83 1.081
89 H 4.5591 2.5673 5.4652  C84 1.082
90 H 4.9128 2.7684 2.9955  C85 1.082
91 H 4.9486 0.6884 1.6377  C86 1.086
92 N -3.2791 -6.8244 -0.0131  C93 1.332, C97 1.333
93 C -4.1030 -7.5336 -0.7836  N92 1.332, C94 1.386, H98 1.085
94 C -5.3798 -7.9132 -0.3997  C93 1.386, C95 1.386, H99 1.081
95 C -5.8281 -7.5395 0.8571  C94 1.386, C96 1.385, H100 1.082
96 C -4.9846 -6.8040 1.6735  C95 1.385, C97 1.386, H101 1.081
97 C -3.7270 -6.4743 1.1922  N92 1.333, C96 1.386, H102 1.081
98 H -3.7148 -7.8100 -1.7582  C93 1.085
99 H -6.0049 -8.4873 -1.0693  C94 1.081
100 H -6.8183 -7.8173 1.1941  C95 1.082
101 H -5.2921 -6.4919 2.6620  C96 1.081
102 H -3.0433 -5.8937 1.7953  C97 1.081
103 N 1.7908 9.4702 -0.6857  C104 1.331, C108 1.332
104 C 1.4541 8.8239 -1.7997  N103 1.331, C105 1.386, H109 1.085
105 C 0.7098 9.3908 -2.8224  C104 1.386, C106 1.386, H110 1.081
106 C 0.2876 10.7027 -2.6796  C105 1.386, C107 1.385, H111 1.082
107 C 0.6274 11.3899 -1.5262  C106 1.385, C108 1.386, H112 1.081
108 C 1.3783 10.7311 -0.5648  N103 1.332, C107 1.386, H113 1.084
109 H 1.8029 7.7986 -1.8702  C104 1.085
110 H 0.4683 8.8179 -3.7071  C105 1.081
111 H -0.2962 11.1817 -3.4548  C106 1.082
112 H 0.3190 12.4146 -1.3730  C107 1.081
113 H 1.6678 11.2352 0.3507  C108 1.084
114 N -4.0865 -0.2881 5.7763  C115 1.331, C119 1.331
115 C -4.7144 0.8843 5.7196  N114 1.331, C116 1.388, H120 1.084
116 C -4.8019 1.6551 4.5693  C115 1.388, C117 1.385, H121 1.081
117 C -4.2003 1.1823 3.4145  C116 1.385, C118 1.386, H122 1.080
118 C -3.5408 -0.0355 3.4560  C117 1.386, C119 1.387, H123 1.081
119 C -3.5159 -0.7276 4.6574  N114 1.331, C118 1.387, H124 1.085
120 H -5.1690 1.2184 6.6456  C115 1.084
121 H -5.3281 2.5997 4.5814  C116 1.081
122 H -4.2440 1.7535 2.4984  C117 1.080
123 H -3.0568 -0.4405 2.5785  C118 1.081
124 H -3.0136 -1.6866 4.7324  C119 1.085

The calculation puts the HOMO energy at -0.4040 Ha. The electronic energy comes out at -234722.027 eV. The HOMO-LUMO gap comes out at 0.311 hartree. As for the total charge: +1.

=====

Computed, not measured: an isolated molecule of C5H8N2S at a distorted geometry, with ωB97M-V with the def2-TZVPD basis set.

Last columns: bonded neighbours and bond lengths (Å).
Positions of all 16 atoms, in Å:
1 N -1.7932 -0.4328 -1.1544  C2 1.473, H9 1.067, H10 1.022
2 C -1.5232 0.0762 0.2016  N1 1.473, C3 1.523, C8 1.495, H11 1.106
3 C -0.9151 1.4724 0.1594  C2 1.523, C4 1.332, H12 1.102
4 C 0.3702 1.8200 0.1822  C3 1.332, C5 1.490, H13 1.101
5 C 1.5433 0.9197 0.0011  C4 1.490, S6 1.789, H14 1.085, H15 1.076
6 S 1.3186 -0.7900 -0.4757  C5 1.789, N7 1.708
7 N 0.3821 -1.3810 0.8242  S6 1.708, C8 1.269
8 C -0.7258 -0.8226 1.0910  C2 1.495, N7 1.269, H16 1.107
9 H -0.8837 -0.6999 -1.6447  N1 1.067
10 H -2.3710 -1.2740 -1.0941  N1 1.022
11 H -2.5091 0.2174 0.6822  C2 1.106
12 H -1.6644 2.2278 -0.1282  C3 1.102
13 H 0.6506 2.8845 0.1550  C4 1.101
14 H 2.1388 1.3537 -0.7952  C5 1.085
15 H 2.1363 0.9572 0.8984  C5 1.076
16 H -1.2146 -1.1248 2.0370  C8 1.107

The calculation puts the HOMO energy at -0.3047 Ha. The electronic energy comes out at -19128.192 eV. The SMILES is N[C@@H]1C=CCSN=C1. The HOMO-LUMO gap comes out at 0.330 hartree. The energy above the lowest of the compared OMol25 structures with the same formula, charge and spin comes out at 215.1 kJ/mol. As for the total charge: 0.

=====

Computed, not measured: a cluster of 2 separate species, C7H13N3O2 in total, with ωB97M-V with the def2-TZVPD basis set.

Last columns: bonded neighbours and bond lengths (Å).
Positions of all 25 atoms, in Å:
1 C 0.0974 -2.1500 1.6431  N2 1.275, C6 1.504, H7 1.094
2 N 0.5351 -0.9941 1.3309  C1 1.275, N3 1.408
3 N 0.7220 -0.0584 2.3664  N2 1.408, C4 1.275
4 C 1.0283 -0.5080 3.5196  N3 1.275, C5 1.505, H8 1.092
5 C 1.0448 -1.9705 3.8752  C4 1.505, C6 1.529, H9 1.098, H10 1.097
6 C -0.0733 -2.6231 3.0608  C1 1.504, C5 1.529, H11 1.097, H12 1.097
7 H -0.1063 -2.8255 0.8065  C1 1.094
8 H 1.2395 0.2423 4.2840  C4 1.092
9 H 2.0137 -2.4171 3.6141  C5 1.098
10 H 0.9038 -2.0995 4.9556  C5 1.097
11 H -0.0333 -3.7187 3.0988  C6 1.097
12 H -1.0540 -2.3190 3.4474  C6 1.097
13 N 0.2551 2.8709 -4.0953  C14 1.457, H19 1.021, H20 1.012
14 C -0.5342 1.6457 -4.0865  N13 1.457, C15 1.513, H21 1.103, H22 1.108
15 C -1.1639 1.4497 -2.7248  C14 1.513, O16 1.442, H23 1.100, H24 1.096
16 O -0.0815 1.2476 -1.7931  C15 1.442, C17 1.338
17 C -0.4514 1.0681 -0.5200  O16 1.338, O18 1.204, H25 1.063
18 O -1.5851 1.0485 -0.1150  C17 1.204
19 H 1.0310 2.7791 -3.4375  N13 1.021
20 H 0.6742 3.0018 -5.0070  N13 1.012
21 H -1.3464 1.7467 -4.8264  C14 1.103
22 H 0.0393 0.7343 -4.3488  C14 1.108
23 H -1.7378 2.3384 -2.4250  C15 1.100
24 H -1.8302 0.5802 -2.7061  C15 1.096
25 H 0.4133 0.9308 0.0831  C17 1.063

The calculation puts the HOMO energy at -0.3451 Ha. The electronic energy comes out at -16033.315 eV. The SMILES is C1=NN=CCC1.NCCOC=O. The HOMO-LUMO gap comes out at 0.371 hartree. The energy above the lowest of the compared OMol25 structures with the same formula, charge and spin comes out at 210.3 kJ/mol. As for the total charge: 0.